# 1
{
  "formula": "C23H17ClMoN4O6Se4",
  "method": "ωB97M-V/def2-TZVPD",
  "orbital_gap_ev": [5.658, 5.654],
  "charge": 0,
  "lumo_ha": [-0.06200, -0.06218],
  "e_above_lowest_kj_mol": 64.0,
  "species": ["Mo", "C", "O", "C", "C", "C", "C", "C", "C", "N", "N", "C", "C", "C", "C", "O", "C", "N", "C", "C", "C", "C", "H", "H", "H", "H", "H", "H", "H", "H", "H", "H", "H", "H", "Se", "Se", "Se", "Se", "O", "Cl", "O", "O", "O", "N", "C", "C", "C", "C", "C", "C", "C", "H", "H", "H", "H", "H"],
  "positions_angstrom": [[2.2132, -0.2822, -1.4412], [-5.7457, 1.1289, -1.2367], [-5.6727, 1.3914, 0.1563], [-4.6713, 2.1920, 0.5925], [-4.6319, 2.4321, 1.9644], [-3.6495, 3.2417, 2.4947], [-2.6597, 3.7890, 1.6824], [-2.7228, 3.5705, 0.3105], [-3.7240, 2.7850, -0.2391], [-1.6958, 4.6279, 2.3502], [-0.5380, 4.8208, 1.9319], [0.1900, 3.9235, 1.0867], [1.0068, 4.5118, 0.1646], [1.7596, 3.7718, -0.7749], [1.6773, 2.4198, -0.7538], [2.3429, 1.5761, -1.5630], [0.8778, 1.7763, 0.2270], [0.9203, 0.4068, 0.1791], [0.3214, -0.2538, 1.1452], [-0.3025, 0.3868, 2.2257], [-0.3559, 1.7486, 2.2709], [0.1993, 2.4973, 1.2115], [-6.5969, 0.4697, -1.3743], [-4.8400, 0.6341, -1.5955], [-5.9052, 2.0478, -1.8053], [-5.3924, 1.9830, 2.5898], [-3.6135, 3.4495, 3.5573], [-2.0079, 4.0433, -0.3462], [-3.7537, 2.6390, -1.3090], [1.0270, 5.5943, 0.1454], [2.4063, 4.2576, -1.4924], [0.3498, -1.3324, 1.0852], [-0.7309, -0.2123, 3.0170], [-0.7901, 2.2438, 3.1278], [3.9044, -1.1777, -2.8766], [2.8607, -2.3268, -4.6497], [1.0459, -0.9818, -5.1513], [0.3115, -0.2779, -3.0128], [3.6961, 1.3180, 1.1559], [4.5424, 0.3153, 0.5673], [5.0867, 0.7636, -0.6838], [5.5670, -0.1112, 1.4573], [3.6615, -0.8774, 0.2476], [1.6508, -2.1849, -0.9157], [1.6393, -3.3089, -0.7048], [1.7254, -4.7289, -0.5639], [1.0186, -5.4190, 0.4169], [1.1684, -6.7898, 0.5098], [2.0127, -7.4587, -0.3689], [2.7042, -6.7654, -1.3532], [2.5671, -5.3925, -1.4583], [0.3593, -4.8835, 1.0871], [0.6256, -7.3399, 1.2663], [2.1251, -8.5321, -0.2893], [3.3489, -7.2921, -2.0435], [3.0873, -4.8278, -2.2212]],
  "forces_ev_per_a": [[0.33, 1.17, -2.13], [0.01, 0.01, 0.04], [-0.01, -0.02, -0.06], [0.02, 0.02, -0.07], [-0.01, 0.03, 0.09], [0.02, -0.09, 0.12], [0.49, -0.41, 0.25], [0.15, 0.17, 0.06], [-0.02, -0.02, 0.02], [-0.22, 0.60, -1.07], [0.20, -0.81, 1.12], [-0.45, 0.16, -0.34], [0.05, 0.19, -0.35], [0.09, 0.37, -0.04], [-0.31, -0.60, 0.09], [0.44, 0.58, 0.41], [0.33, -0.13, -0.12], [-0.38, 0.35, 0.68], [-0.02, -0.02, -0.05], [-0.05, -0.17, 0.03], [-0.09, 0.14, -0.05], [-0.28, 0.06, 0.20], [-0.01, -0.01, 0.01], [0.00, -0.01, 0.01], [-0.01, 0.01, 0.01], [0.02, 0.02, 0.00], [-0.05, 0.00, -0.01], [0.11, -0.02, -0.05], [0.02, 0.03, 0.01], [0.07, -0.01, -0.05], [-0.03, 0.05, 0.03], [0.02, -0.03, 0.04], [0.04, 0.00, -0.01], [-0.11, 0.08, -0.05], [-0.25, 0.04, 0.05], [-0.03, -0.07, 0.10], [0.10, 0.21, -0.08], [0.29, -0.61, 0.60], [0.17, -0.24, -0.07], [0.38, 0.20, -0.02], [-0.11, -0.01, 0.25], [-0.40, -0.13, -0.06], [-0.23, 0.44, -0.15], [-0.19, -1.17, 0.64], [-0.13, -0.46, 0.03], [0.05, 0.10, -0.12], [-0.08, 0.08, 0.06], [0.01, -0.03, 0.00], [-0.03, 0.01, -0.01], [0.00, 0.02, -0.02], [0.00, -0.02, -0.02], [0.03, -0.02, 0.02], [0.01, 0.01, 0.00], [0.00, 0.01, 0.00], [0.00, 0.00, 0.02], [0.02, -0.01, 0.01]]
}


# 2
{
  "formula": "C23H18AuBrN4O2",
  "method": "ωB97M-V/def2-TZVPD",
  "orbital_gap_ev": [7.986, 6.978],
  "charge": 2,
  "s2": 2.0113,
  "lumo_ha": [-0.24188, -0.28559],
  "multiplicity": 3,
  "species": ["Au", "C", "C", "C", "C", "C", "C", "N", "C", "C", "C", "C", "C", "N", "C", "C", "C", "C", "C", "C", "N", "H", "H", "H", "H", "H", "H", "H", "H", "H", "H", "H", "H", "H", "H", "H", "Br", "C", "C", "C", "C", "C", "N", "C", "O", "O", "H", "H", "H"],
  "positions_angstrom": [[-0.3026, 0.0006, -0.0780], [-0.2378, -3.0738, -1.7742], [-0.2448, -3.2802, -0.2991], [-0.1849, -4.5760, 0.2206], [-0.2542, -4.7666, 1.5854], [-0.3520, -3.6588, 2.4132], [-0.3595, -2.3885, 1.8444], [-0.3218, -2.2284, 0.5088], [-0.3843, -1.1725, 2.6604], [-0.3226, -1.2004, 4.0540], [-0.2924, -0.0053, 4.7516], [-0.3288, 1.1907, 4.0562], [-0.3908, 1.1652, 2.6627], [-0.4207, -0.0031, 2.0187], [-0.3729, 2.3833, 1.8500], [-0.3738, 3.6520, 2.4225], [-0.2819, 4.7632, 1.5984], [-0.2096, 4.5768, 0.2332], [-0.2606, 3.2819, -0.2901], [-0.2492, 3.0804, -1.7656], [-0.3327, 2.2269, 0.5140], [-0.2302, -4.0312, -2.2888], [0.6433, -2.5090, -2.0773], [-1.1318, -2.5275, -2.0713], [-0.1007, -5.4166, -0.4494], [-0.2293, -5.7597, 2.0064], [-0.4143, -3.7999, 3.4794], [-0.2810, -2.1367, 4.5833], [-0.2110, -0.0055, 5.8279], [-0.2916, 2.1267, 4.5865], [-0.4385, 3.7894, 3.4891], [-0.2637, 5.7551, 2.0225], [-0.1300, 5.4196, -0.4347], [-0.2421, 4.0398, -2.2764], [-1.1413, 2.5334, -2.0669], [0.6338, 2.5183, -2.0679], [-2.7731, -0.0004, -2.4636], [-1.0110, 0.0018, -3.1499], [-0.7229, 0.0007, -4.5061], [0.5993, 0.0011, -4.9215], [1.6253, 0.0031, -3.9759], [1.2082, 0.0049, -2.6755], [-0.0157, 0.0040, -2.2402], [3.1359, 0.0061, -0.6944], [3.9179, 0.0020, -1.5212], [2.3470, 0.0101, 0.1458], [-1.5236, 0.0002, -5.2292], [0.8525, 0.0011, -5.9718], [2.6657, 0.0032, -4.2462]],
  "forces_ev_per_a": [[-0.39, -0.01, 0.19], [0.02, 0.00, -0.07], [0.02, -0.68, -0.04], [-0.07, 0.18, 0.17], [0.02, 0.15, -0.15], [0.01, 0.35, -0.17], [-0.02, -0.91, -0.09], [0.06, 0.53, -0.08], [0.03, 0.18, 0.88], [-0.04, 0.12, -0.33], [0.03, 0.00, -0.20], [-0.04, -0.11, -0.33], [0.03, -0.18, 0.89], [-0.02, 0.00, -0.24], [-0.03, 0.91, -0.09], [0.01, -0.34, -0.18], [0.02, -0.16, -0.16], [-0.07, -0.19, 0.17], [0.01, 0.68, -0.04], [0.02, 0.00, -0.08], [0.06, -0.52, -0.07], [0.00, 0.03, -0.03], [0.01, -0.04, -0.05], [-0.03, 0.02, -0.07], [-0.01, -0.04, -0.08], [-0.01, -0.08, 0.03], [0.01, 0.05, 0.04], [0.01, -0.04, 0.04], [-0.06, 0.00, 0.08], [0.01, 0.03, 0.05], [0.01, -0.05, 0.04], [-0.01, 0.08, 0.03], [-0.01, 0.04, -0.08], [0.00, -0.04, -0.03], [-0.03, -0.02, -0.07], [0.01, 0.04, -0.05], [0.42, 0.00, -0.26], [-0.07, 0.00, -0.03], [-0.41, 0.00, 0.16], [0.30, 0.01, 0.28], [0.01, 0.00, -0.10], [0.03, 0.00, -0.38], [-0.51, 0.00, 0.45], [0.12, 0.00, 0.28], [1.22, -0.01, -1.27], [-0.69, 0.01, 1.17], [-0.09, 0.00, 0.01], [-0.08, 0.00, -0.10], [0.19, 0.00, -0.05]]
}


# 3
{
  "formula": "C23H18B2Cl44N7O8S",
  "method": "ωB97M-V/def2-TZVPD",
  "orbital_gap_ev": 7.891,
  "charge": 1,
  "lumo_ha": -0.12730,
  "species": ["C", "N", "C", "B", "O", "N", "C", "S", "O", "O", "C", "N", "C", "O", "N", "O", "N", "B", "N", "O", "N", "O", "C", "O", "C", "C", "C", "C", "C", "C", "H", "H", "H", "H", "H", "H", "H", "H", "H", "H", "H", "H", "H", "H", "H", "H", "H", "H", "C", "Cl", "Cl", "Cl", "Cl", "C", "Cl", "Cl", "Cl", "Cl", "C", "Cl", "Cl", "Cl", "Cl", "C", "Cl", "Cl", "Cl", "Cl", "C", "Cl", "Cl", "Cl", "Cl", "C", "Cl", "Cl", "Cl", "Cl", "C", "Cl", "Cl", "Cl", "Cl", "C", "Cl", "Cl", "Cl", "Cl", "C", "Cl", "Cl", "Cl", "Cl", "C", "Cl", "Cl", "Cl", "Cl", "C", "Cl", "Cl", "Cl", "Cl"],
  "positions_angstrom": [[1.3354, 3.6369, 1.0567], [0.0823, 3.0777, 0.4635], [0.1205, 3.0310, -1.0203], [-0.2949, 1.7874, 1.0477], [-1.1790, 1.6841, 2.1378], [0.1896, 0.4281, 0.5080], [1.4916, -0.0705, 0.9797], [2.8351, -0.0824, -0.2781], [2.9933, 1.1924, -0.9794], [4.0686, -0.3494, 0.4827], [-0.6431, -0.2034, -0.3102], [-1.8641, 0.4021, -0.6200], [-2.4075, -0.5395, -1.4946], [-3.6276, -0.2897, -2.0737], [-3.6954, 1.1445, -2.2170], [-4.3624, 1.4182, -3.1164], [-1.5663, -1.6281, -1.6718], [-1.9049, -2.7716, -2.5878], [-2.5284, -2.6396, -3.8870], [-1.6205, -4.0782, -2.0979], [-0.4376, -1.4321, -0.9125], [0.5901, -2.2880, -0.8882], [0.5141, -3.1888, 0.2369], [-0.5165, -3.4656, 0.7525], [1.8860, -3.7206, 0.7318], [2.3416, -3.6368, 2.1659], [3.7007, -4.1414, 2.4536], [4.5842, -4.6978, 1.4072], [4.1141, -4.7952, 0.0007], [2.7713, -4.2880, -0.2982], [1.0783, 4.4159, 1.8359], [2.0287, 4.0444, 0.2713], [1.9176, 2.8419, 1.6020], [0.6395, 2.1042, -1.4067], [-0.9119, 3.0098, -1.4852], [0.6624, 3.9289, -1.4383], [-0.9213, 2.2970, 2.8516], [1.4331, -1.0772, 1.4915], [1.8388, 0.6466, 1.7982], [2.7237, -1.1000, -1.2046], [-2.3098, -1.7610, -4.3610], [-2.2282, -3.4295, -4.4716], [-0.9461, -4.4709, -2.6831], [1.7004, -3.1896, 2.9581], [4.1507, -4.0893, 3.4887], [5.6223, -5.0569, 1.6148], [4.7246, -5.1844, -0.8465], [2.4260, -4.3341, -1.3585], [1.3109, -7.6543, 1.6833], [2.5932, -8.5879, 2.4781], [-0.2287, -7.9326, 2.5172], [1.7155, -5.9197, 1.7412], [1.1687, -8.1676, -0.0106], [-5.0362, 1.8276, -7.0254], [-3.7240, 0.9196, -6.2443], [-6.5508, 1.5498, -6.1518], [-4.6476, 3.5562, -6.9979], [-5.2121, 1.2873, -8.7027], [5.0732, -4.3247, 6.9788], [3.9852, -3.2204, 7.8379], [4.8259, -5.9757, 7.5668], [4.7224, -4.2606, 5.2328], [6.7526, -3.8397, 7.2593], [-2.8997, -1.8112, 2.9912], [-3.9349, -0.7165, 3.9200], [-3.1916, -3.4792, 3.5023], [-3.2748, -1.6491, 1.2615], [-1.1951, -1.3967, 3.2729], [-3.8968, 3.8528, 2.5690], [-5.3473, 4.7935, 2.9536], [-3.6940, 3.7656, 0.8104], [-2.4759, 4.6357, 3.2909], [-4.0680, 2.2114, 3.2161], [-8.0623, 2.4888, -2.1963], [-9.5937, 3.2219, -1.6935], [-6.9212, 2.5066, -0.8392], [-8.3459, 0.8117, -2.7011], [-7.3852, 3.4055, -3.5524], [2.3343, 4.0164, -4.5971], [1.2837, 5.1151, -3.6798], [2.0557, 2.3483, -4.0605], [1.9652, 4.1497, -6.3270], [4.0315, 4.4492, -4.3177], [4.3231, 0.4985, 4.4193], [5.7464, -0.1219, 3.5743], [3.7251, -0.7272, 5.5509], [4.7484, 1.9698, 5.3022], [3.0492, 0.8785, 3.2302], [-5.7272, -4.8533, 0.3291], [-6.6988, -5.8182, -0.7945], [-4.1028, -4.6178, -0.3473], [-6.5003, -3.2758, 0.5750], [-5.6047, -5.7001, 1.8806], [4.7216, 5.7621, 3.5539], [3.1794, 6.4919, 4.0371], [5.8516, 5.8090, 4.9183], [4.4508, 4.0769, 3.0721], [5.4020, 6.6657, 2.1902], [1.7412, 8.3791, -6.4210], [3.0357, 7.4444, -5.6497], [0.2177, 8.1088, -5.5540], [2.1485, 10.1027, -6.3747], [1.5619, 7.8588, -8.1060]],
  "forces_ev_per_a": [[0.24, 0.17, 0.95], [0.67, -1.24, -0.56], [0.00, -0.15, -1.00], [-1.63, 1.32, 0.91], [2.44, -0.28, -0.61], [0.22, -0.29, -0.27], [-1.18, -0.07, 0.32], [5.06, 2.33, 0.81], [-2.05, -1.42, 0.19], [-2.25, -0.97, -0.48], [-0.18, 0.51, 0.50], [1.30, -4.15, -2.03], [1.65, 2.30, 2.30], [2.46, -3.44, 0.42], [-0.95, 2.98, -1.45], [0.38, -0.50, 1.12], [-3.37, 0.40, -1.80], [-0.25, -2.43, -0.53], [2.15, 0.57, 1.14], [0.91, 1.86, -0.75], [-2.15, 2.35, 0.54], [0.54, 0.04, 0.13], [0.71, -1.84, 2.43], [0.32, 0.77, -0.58], [2.48, 1.17, -0.69], [1.98, 0.14, -2.54], [0.24, 0.44, -2.12], [-2.14, 0.67, -1.37], [-1.82, 1.46, 2.15], [1.20, 0.60, 1.33], [0.40, -0.62, -0.99], [-0.84, -0.31, 0.78], [-0.28, 0.77, -0.49], [-0.24, 1.00, 0.28], [0.95, 0.19, 0.80], [-0.63, -1.07, 0.65], [-0.72, 0.16, -0.45], [0.12, 0.97, -0.74], [-0.64, -1.16, -2.17], [-0.75, 0.29, 0.58], [-0.54, -0.31, -0.03], [-0.79, 0.37, 0.17], [-0.62, -0.32, 0.35], [0.54, -0.52, -0.74], [-1.35, 0.15, -2.46], [-1.18, 0.46, 0.14], [-0.45, 0.29, 1.07], [0.20, 0.06, 1.05], [-0.04, -0.16, 0.21], [-0.11, 0.10, -0.11], [0.17, 0.03, -0.12], [-1.70, -3.67, 0.72], [0.04, 0.07, 0.11], [-0.24, 0.11, -0.17], [0.00, 0.01, -0.08], [0.28, -0.09, -0.19], [-0.02, -0.21, 0.04], [0.08, 0.05, 0.24], [0.20, -0.07, 0.34], [0.08, -0.15, -0.10], [0.01, 0.23, -0.13], [0.43, -0.16, 1.54], [-0.24, -0.04, -0.08], [-0.10, -0.15, 0.05], [0.15, -0.48, -0.01], [0.08, 0.26, -0.12], [-0.06, 0.00, 0.46], [-0.07, -0.03, 0.02], [-0.20, -0.04, 0.01], [0.21, -0.09, -0.06], [0.01, 0.01, 0.12], [-0.08, -0.06, -0.04], [0.01, 0.48, -0.17], [-0.15, 0.07, -0.03], [0.22, -0.11, -0.05], [-0.03, 0.01, -0.06], [0.06, 0.14, 0.03], [-0.08, 0.00, 0.29], [0.03, 0.12, -0.15], [0.14, -0.13, -0.20], [0.05, 0.14, -0.03], [0.01, -0.07, 0.26], [-0.24, -0.13, 0.01], [0.48, 0.02, 0.43], [-0.30, 0.09, 0.05], [-0.01, 0.18, -0.24], [-0.05, -0.59, 0.24], [0.90, 0.20, 1.28], [-0.09, -0.02, 0.01], [0.13, 0.13, 0.13], [-0.11, -0.12, 0.02], [0.08, -0.15, -0.02], [-0.02, 0.08, -0.20], [0.05, 0.10, -0.07], [0.14, -0.09, -0.05], [-0.14, -0.04, -0.14], [-0.05, 0.53, -0.35], [-0.09, -0.11, 0.17], [0.05, 0.07, -0.03], [-0.10, 0.24, -0.11], [0.13, 0.03, -0.09], [-0.06, -0.21, 0.00], [0.01, 0.03, 0.19]]
}